Molecular formula: C33H51Cl21NO3P
Method: DFT, ωB97M-V/def2-TZVPD

The total energy comes out at -11573.70284 a.u. The LUMO energy comes out at -1.84 eV. As for the structure (SMILES): CC[C@@H](Cl)c1cc(CCN)c(P(O)Cl)c2c1C(=O)C(Cl)=CC2=O.ClCCCl.ClCCCl.ClCCCl.ClCCCl.ClCCCl.ClCCCl.ClCCCl.ClCCCl.ClCCCl. Its HOMO energy is -0.328 hartree.

Last column: Löwdin charge in e.
Positions of all 110 atoms, in Å:
1 C -4.36 -7.55 1.51  -0.207
2 C -4.84 -6.07 1.88  -0.252
3 C -5.12 -5.12 0.61  -0.585
4 Cl -6.93 -4.65 0.51  0.548
5 C -4.19 -3.80 0.59  -0.088
6 C -3.40 -3.51 -0.73  0.054
7 C -2.47 -2.27 -0.85  -0.123
8 C -1.72 -2.00 -2.24  -0.160
9 C -0.86 -3.26 -2.76  -0.271
10 N 0.53 -2.88 -3.13  -0.065
11 C -2.31 -1.31 0.39  -0.236
12 P -1.15 0.22 0.24  0.673
13 O -1.59 1.10 -1.19  -0.396
14 Cl 0.88 -0.45 0.03  0.131
15 C -3.10 -1.62 1.72  -0.023
16 C -4.07 -2.85 1.84  0.014
17 C -4.87 -3.06 3.20  -0.281
18 O -5.99 -3.60 3.32  0.018
19 C -4.22 -2.50 4.57  -0.484
20 Cl -4.64 -3.22 6.20  0.599
21 C -3.34 -1.40 4.43  -0.005
22 C -2.97 -0.71 3.02  -0.272
23 O -2.57 0.48 3.06  0.000
24 H -3.51 -7.51 0.74  0.048
25 H -3.97 -8.09 2.45  -0.022
26 H -5.26 -8.15 1.15  0.040
27 H -5.82 -6.07 2.50  0.105
28 H -4.03 -5.58 2.54  0.114
29 H -4.92 -5.67 -0.38  0.102
30 H -3.55 -4.28 -1.58  0.121
31 H -1.01 -1.11 -2.19  0.063
32 H -2.53 -1.72 -3.01  0.135
33 H -1.38 -3.62 -3.74  0.113
34 H -0.93 -4.16 -2.04  0.093
35 H 0.86 -2.04 -2.63  -0.006
36 H 1.20 -3.66 -3.05  0.062
37 H -0.72 1.50 -1.49  0.052
38 H -2.89 -0.97 5.40  0.128
39 Cl 0.14 4.81 5.74  0.525
40 C -1.21 3.86 5.06  -0.659
41 C -0.84 3.20 3.75  -0.663
42 Cl -0.61 4.38 2.43  0.526
43 H -2.07 4.53 4.95  0.069
44 H -1.47 3.10 5.80  0.071
45 H -1.65 2.53 3.43  0.036
46 H 0.07 2.61 3.84  0.074
47 Cl -1.50 -8.46 2.10  0.613
48 C -0.33 -9.08 0.90  -0.638
49 C 0.78 -8.09 0.63  -0.662
50 Cl 0.20 -6.64 -0.23  0.529
51 H -0.88 -9.32 -0.01  0.073
52 H 0.08 -10.00 1.31  0.073
53 H 1.54 -8.55 -0.01  0.073
54 H 1.27 -7.76 1.55  0.070
55 Cl -4.25 3.80 -3.03  0.539
56 C -3.31 3.90 -1.52  -0.668
57 C -2.87 5.32 -1.21  -0.650
58 Cl -1.65 5.91 -2.36  0.548
59 H -2.46 3.23 -1.60  0.031
60 H -3.96 3.53 -0.72  0.078
61 H -2.42 5.35 -0.22  0.055
62 H -3.71 6.01 -1.22  0.071
63 Cl 1.88 3.26 -4.11  0.526
64 C 1.64 5.01 -4.29  -0.677
65 C 1.87 5.48 -5.71  -0.649
66 Cl 3.58 5.37 -6.19  0.536
67 H 2.30 5.52 -3.59  -0.007
68 H 0.61 5.22 -4.00  0.029
69 H 1.59 6.53 -5.81  0.075
70 H 1.28 4.91 -6.43  0.070
71 Cl 3.53 7.56 -2.63  0.573
72 C 4.96 6.49 -2.67  -0.649
73 C 5.51 6.22 -1.28  -0.643
74 Cl 6.23 7.67 -0.54  0.588
75 H 5.71 6.95 -3.31  0.075
76 H 4.64 5.55 -3.13  0.056
77 H 6.30 5.47 -1.33  0.077
78 H 4.73 5.86 -0.61  0.072
79 Cl -5.17 -10.28 3.09  0.593
80 C -6.55 -11.22 2.46  -0.645
81 C -6.23 -11.89 1.14  -0.658
82 Cl -6.03 -10.72 -0.18  0.548
83 H -7.41 -10.54 2.37  0.072
84 H -6.79 -11.97 3.21  0.072
85 H -7.05 -12.55 0.86  0.072
86 H -5.32 -12.49 1.21  0.069
87 Cl 3.14 6.44 4.64  0.529
88 C 4.11 7.69 3.82  -0.658
89 C 5.39 7.13 3.24  -0.694
90 Cl 6.55 6.64 4.50  0.529
91 H 4.31 8.49 4.54  0.070
92 H 3.49 8.10 3.02  0.074
93 H 5.89 7.90 2.64  -0.012
94 H 5.20 6.27 2.60  0.063
95 Cl 7.47 9.99 2.71  0.570
96 C 8.65 9.36 1.53  -0.662
97 C 9.77 10.34 1.26  -0.661
98 Cl 9.21 11.79 0.39  0.537
99 H 8.10 9.11 0.62  0.001
100 H 9.05 8.44 1.95  0.079
101 H 10.53 9.87 0.64  0.073
102 H 10.25 10.67 2.19  0.069
103 Cl 3.03 -1.48 -4.12  0.571
104 C 3.16 -1.36 -5.90  -0.647
105 C 3.21 -2.72 -6.56  -0.664
106 Cl 4.73 -3.58 -6.22  0.531
107 H 4.04 -0.76 -6.13  0.069
108 H 2.27 -0.81 -6.24  0.074
109 H 3.15 -2.60 -7.65  0.071
110 H 2.38 -3.35 -6.25  0.067